(1)
DFT (ωB97M-V/def2-TZVPD) results for a gas-phase ion, C3H7OS (charge -1) at a distorted geometry.

Atoms and positions in Å:
C (-1.062, 1.823, -0.097)
O (-1.139, 1.668, 1.248)
C (-0.324, 0.459, -0.761)
C (0.666, -0.095, 0.296)
S (0.857, -1.910, -0.204)
H (-2.102, 1.810, -0.455)
H (-0.618, 2.799, -0.450)
H (0.287, 0.869, -1.605)
H (-1.045, -0.275, -1.136)
H (1.671, 0.324, 0.275)
H (0.202, 0.197, 1.257)
H (2.092, -1.587, -0.749)

Forces on atoms 1 to 6 (eV/Å):
C -0.5 -1.9 1.1
O 0.6 0.5 0.0
C 1.1 3.3 0.1
C -1.4 -0.4 -1.1
S 1.6 1.0 0.5
H -0.2 0.1 -1.0

Computed properties:
Net charge = -1
Structure (SMILES) = [O-]CCCS
Relative energy (zero: lowest compared OMol25 entry of this formula, charge and spin) = 220.4 kJ/mol
Orbital gap = 5.74 eV

=====

(2)
DFT (ωB97M-V/def2-TZVPD) results for 2 unconnected molecules or ions with the total composition C3H7OS at a distorted geometry.

Atoms and positions in Å:
O (3.721, -0.998, 0.131)
C (2.683, -1.332, -0.475)
H (2.827, -2.020, -1.271)
H (1.610, -1.126, -0.085)
C (-1.904, 1.290, 0.074)
C (-0.879, 0.253, 0.549)
S (-0.954, -1.081, -0.773)
H (-1.749, 1.454, -0.969)
H (-2.858, 0.827, 0.257)
H (-1.714, 2.239, 0.530)
H (0.156, 0.694, 0.459)
H (-0.940, -0.199, 1.573)

Forces on atoms 1 to 6 (eV/Å):
O -2.3 -0.2 -1.2
C 1.1 0.8 3.6
H -0.3 -0.6 -1.4
H 1.4 0.0 -0.9
C 1.0 -0.8 1.2
C 1.5 -0.6 -1.5

Computed properties:
Net charge = -1
Relative energy (zero: lowest compared OMol25 entry of this formula, charge and spin) = 146.6 kJ/mol
Orbital gap = 6.59 eV